(1)
ORCA calculation (ωB97M-V/def2-TZVPD) on a cluster of 4 separate species, C35H40BrF9IN5O11P4S in total.

The geometry in XYZ format:
```
107
Properties=species:S:1:pos:R:3:forces:R:3:mulliken_charge:R:1
C 2.1784 0.6470 -0.2602 1.0 1.0 -5.4 -0.639
H -0.8496 2.4334 -8.0885 -0.1 0.0 -0.2 0.298
H 0.3851 3.2285 -9.0547 -0.1 -0.1 -0.2 0.304
C -3.1170 4.9711 3.3279 -1.5 0.5 1.1 -0.825
H -7.4209 1.5488 3.9723 2.6 0.5 0.9 0.304
N -4.7043 2.7611 6.3955 -0.9 -3.5 -7.2 -0.479
H 0.1640 1.4567 -10.8132 0.2 -0.2 0.3 0.311
H -2.5261 2.6151 5.8615 -2.6 -0.7 -1.0 0.301
C 3.6639 -3.9142 7.4576 0.8 0.1 0.3 -0.182
C 0.5902 0.5004 1.6963 -3.9 0.8 2.4 -0.244
H 4.4227 1.9946 -4.8907 -1.6 0.4 0.6 0.299
C -0.5007 2.5879 -9.1143 0.1 0.1 0.4 -1.082
O 2.3556 -4.2485 6.9691 -1.9 0.5 0.5 -0.297
C 3.0266 1.9287 -3.2801 -0.6 -1.1 3.3 0.157
N -3.7875 -2.2005 3.8754 0.4 1.4 1.5 -0.720
C 1.7590 4.3704 -2.6496 -0.6 -0.8 0.2 -0.847
P 3.2998 0.2755 2.1304 1.9 0.1 0.4 0.240
H 2.0776 4.6273 -3.7656 -0.5 -0.7 2.5 0.309
C 1.3039 -3.8451 7.7491 2.6 1.1 1.7 0.296
H -0.8443 -0.9254 -4.0455 -0.2 -0.2 0.0 0.324
C -0.0267 -4.2229 7.0978 -2.3 -1.2 -0.5 0.869
N 3.4873 2.4471 -4.6588 0.9 -0.2 2.9 -0.656
C -3.6222 2.3658 5.4525 -0.4 -0.3 -0.6 -0.268
H 0.1731 -2.2232 0.7159 0.4 -1.1 0.7 0.186
C 3.3991 -1.8467 -0.9289 -0.2 -0.1 -0.1 -0.163
H 5.1168 -4.6683 8.8688 -0.1 0.0 -0.1 0.368
C 2.4327 5.5264 -1.6997 6.7 -1.1 1.6 0.327
H 2.6771 -2.2283 -0.0587 1.2 0.9 -1.8 0.025
H 0.5747 -2.7217 -2.9714 -0.9 0.0 -0.2 -0.024
H -0.5113 -3.9638 -3.6432 0.1 0.1 -0.1 0.328
C 3.4103 0.3621 -2.8426 -1.2 1.7 1.1 -0.111
H -4.2507 4.3902 0.3113 2.2 -0.1 -0.3 0.333
H 4.3500 -3.9994 6.6074 -0.5 -0.1 0.0 0.308
O -2.1866 -2.3018 -4.8710 -2.2 0.5 0.5 -0.363
H 3.4372 -4.8001 9.4236 0.1 0.1 -0.1 0.318
F 2.9477 0.1207 -7.3360 -1.0 -0.3 -0.1 -0.278
Br 4.2543 -4.6370 -2.3441 -1.0 1.8 0.6 -0.157
P -2.5918 -1.3805 4.6401 -2.9 -1.2 -1.3 0.673
H 1.8605 -2.2653 3.3761 -0.9 0.2 0.5 -0.023
C 1.8635 -0.7065 -7.3667 1.9 -1.2 0.9 1.049
S 0.8183 3.2600 0.4467 -0.1 -2.6 0.0 -0.250
C -5.0838 1.3266 3.3099 0.2 2.2 5.3 -0.204
O -3.1132 -1.2903 -3.0312 -0.9 -1.3 -2.4 -0.537
O 2.2593 -2.7341 -3.1644 7.4 -1.3 6.9 -0.403
H -5.2732 0.8284 2.2684 0.7 1.1 2.3 0.360
H 0.5662 4.4025 -2.6481 2.7 0.3 0.3 0.364
H -1.7324 -2.3898 5.2717 -0.4 1.9 -0.7 -0.145
C -0.8782 -1.9676 -4.3826 1.0 -0.1 0.4 0.324
F -5.6309 -2.1526 -3.8970 1.4 0.1 -0.5 -0.244
O 0.9343 0.6264 -9.1138 0.2 -1.2 1.6 -0.332
C -3.6552 1.6733 4.0076 -2.3 0.4 0.3 0.299
H 5.0148 -1.1652 2.4602 -1.7 -0.3 -0.4 0.283
F -0.0472 -5.5116 6.6510 0.4 1.2 0.5 -0.241
C 4.0918 -4.8759 8.5497 -0.3 -0.2 0.3 -1.117
H -1.0290 0.6030 -9.8367 0.2 0.0 0.2 0.308
O 4.4546 1.1644 1.1143 -1.5 -0.7 1.7 -0.522
P -2.1557 4.1877 1.8765 1.6 0.6 0.3 0.418
H 4.4887 -1.9040 -0.4739 -2.2 0.0 -1.3 0.491
H -1.1049 -2.8535 -2.4165 0.0 0.1 -0.1 0.395
H 4.4933 2.1250 1.3983 -0.3 -1.6 -0.3 0.332
C 1.7915 2.1614 -0.7505 1.3 -2.1 -1.3 0.758
H 3.7436 3.4771 -4.5810 -0.7 -1.7 0.1 0.279
F 1.6813 -1.1379 -6.0866 -0.1 0.7 -1.3 -0.170
C -0.0921 1.9806 1.5343 -0.7 -2.7 1.3 -0.100
H -2.5981 5.1992 -0.4061 -1.3 -1.8 1.6 0.250
O 3.7226 5.5031 -1.2972 -9.0 0.2 -2.8 -0.508
H -0.2915 -3.1925 3.7178 0.7 1.1 -0.1 0.058
C -3.0869 4.3034 0.2135 -0.2 -0.8 -1.2 -0.773
C -0.1610 1.2698 -9.7836 -0.6 0.5 -0.4 -0.186
F -4.5894 -3.5649 -5.1891 0.4 1.1 0.5 -0.243
C -1.6268 -0.2225 3.4677 3.0 3.9 -2.7 -0.184
C 2.1703 2.8360 -2.2046 1.7 -3.4 -0.2 0.182
H 3.7143 -0.2894 -4.7707 0.7 -0.2 2.1 0.262
C -3.2382 -1.8985 -4.0911 2.8 1.0 1.5 0.367
N 1.8820 0.0186 1.0806 -0.5 3.0 -1.5 0.846
O -0.5084 -0.0898 -7.4790 3.0 -0.2 -0.7 -0.500
H -4.1179 4.4309 3.6128 1.9 1.0 -0.5 0.214
H -3.4118 6.0863 3.0254 0.8 -2.4 0.4 0.341
F -0.3088 -3.4413 6.0157 0.9 -0.5 1.0 -0.290
C -1.5250 2.4273 2.2595 0.8 -4.8 0.8 -0.228
C -2.2428 1.3129 3.2235 1.7 -0.6 -0.9 0.015
C 3.0094 -0.2916 -1.3674 -1.0 2.7 -1.1 0.329
H -2.8214 3.3262 -0.4146 -0.7 2.0 1.4 0.222
C -0.4504 -2.9292 -3.2904 -0.6 -0.1 0.4 -0.824
F 2.2417 -1.8018 -8.0870 -0.7 1.1 0.4 -0.285
H 4.0308 -5.9105 8.1969 0.1 0.2 -0.1 0.307
C -5.9855 2.3823 5.7368 0.2 -0.3 -0.8 -0.196
C -0.2320 -0.5788 2.6742 -1.5 3.1 0.9 -0.338
F -4.8510 -1.4946 -5.8244 0.6 -0.4 0.9 -0.243
H -0.1921 -2.0527 -5.2327 -0.6 -0.1 0.1 -0.041
H -3.2792 -0.5615 5.6464 1.6 -0.3 -0.5 0.118
O 4.1876 -0.3992 -3.8749 -2.7 2.0 1.3 -0.568
H -6.9457 2.6113 6.4125 2.4 -0.5 -1.7 0.289
H -2.4737 5.0695 4.3211 -1.1 -0.4 -2.4 0.260
N 0.5624 -2.9696 1.3486 -0.4 1.7 1.5 -0.699
H -1.2834 3.1131 -9.6685 0.1 -0.1 0.0 0.367
C -6.3040 1.7335 4.3054 3.7 0.3 0.4 -0.381
H -4.7136 -1.9183 4.3117 1.5 -0.3 -0.8 0.245
H 3.6979 -2.8721 7.7946 -0.3 -0.2 0.0 0.318
O 4.0466 -1.3330 2.2379 0.4 2.9 -0.8 -0.487
C -4.5688 -2.2762 -4.7423 -2.2 -0.8 -0.8 0.834
O 1.4289 -3.2370 8.8089 -0.9 -1.4 -2.5 -0.513
I 1.0821 7.2071 -1.1251 1.0 -1.2 -0.4 0.031
F -1.0888 -4.0993 7.9431 1.5 0.1 -0.6 -0.252
P 0.5148 -2.3338 2.8669 -0.4 -0.2 -4.3 0.712
C 3.1685 -2.9342 -2.1713 -4.7 2.2 -5.2 0.048
C 0.6231 -0.0323 -7.9534 -2.9 1.2 -0.9 0.211
```
Positions in Å, forces in eV/Å.

As for the SMILES: CP(C)c1c2c(c([PH2]=N)c([PH2]=N)c1-c1cccnc1)N(P(O)O)c1c(CC(=O)Br)c(O)c(N)c(CC(=O)I)c1S2.CCOC(=O)C(F)(F)F.CCOC(=O)C(F)(F)F.CCOC(=O)C(F)(F)F.



(2)
ORCA calculation (ωB97M-V/def2-TZVPD) on a structure of composition C35H40F5IN7S2Sc.

The geometry in XYZ format:
```
91
Properties=species:S:1:pos:R:3:forces:R:3:nbo_charge:R:1
F 4.7798 -3.1569 -1.1136 0.0 -0.1 -0.2 -0.290
H 4.3449 5.0948 -1.3034 -0.1 -0.1 0.0 0.211
H -2.3887 -2.6024 2.8118 0.1 0.0 0.2 0.196
H 0.8515 1.4123 4.3590 0.1 0.0 0.0 0.208
C -1.9685 -2.3424 1.8384 -0.2 0.1 0.2 -0.241
C -3.5042 -2.4437 -1.4772 0.0 0.0 -0.3 0.651
H -5.5022 -3.2847 0.4743 0.0 0.0 0.0 0.217
H -0.8034 -3.2604 4.6781 0.0 0.0 0.0 0.194
C 5.1236 2.5919 -1.8767 -0.1 0.0 0.0 -0.106
H 5.7408 4.4425 -2.8814 0.0 -0.2 0.0 0.203
C -0.1711 1.0585 4.4865 0.0 -0.2 -0.1 -0.206
C 3.0004 -1.7202 2.2407 0.0 0.0 -0.1 0.361
C 2.2533 4.9329 -1.0143 -0.1 0.1 0.0 -0.215
H -5.4287 3.5830 -0.7317 0.1 0.0 0.0 0.213
H 6.1210 3.9404 -0.4598 0.0 -0.1 0.0 0.203
H -0.7381 1.8187 5.0202 -0.1 0.0 0.1 0.199
H -0.9462 -0.3389 5.9957 -0.1 0.0 0.1 0.193
C -2.5261 0.9092 -0.7608 0.1 -0.3 0.2 -0.519
H -5.0513 -4.7415 -0.4433 0.0 0.1 0.0 0.192
C -5.4889 -3.7379 -0.5098 0.2 0.0 -0.1 -0.405
N 0.1092 1.9663 -1.2240 0.4 -0.2 -0.1 -0.503
N -0.6248 -1.2277 4.1016 0.2 -0.2 0.4 -0.423
C 5.9772 2.8674 -0.6260 0.0 0.1 0.1 -0.599
H 6.2364 0.8359 -2.4319 -0.1 0.0 0.0 0.210
S -0.4850 4.4123 -0.6800 -0.2 0.1 0.0 0.388
Sc -0.7912 -0.5651 -0.3152 0.1 -0.2 0.9 1.506
C -1.1309 1.8363 2.2720 0.0 -0.2 0.4 -0.380
H -3.5317 -3.4229 1.0014 -0.1 0.0 -0.1 0.192
C -0.1252 -2.6012 4.1322 -0.1 0.2 -0.1 -0.404
H 0.0182 -2.9883 3.1267 0.0 0.1 0.1 0.230
F 2.9777 -1.2231 -1.2911 0.0 0.5 -0.7 -0.295
C 2.5920 2.2012 -1.5959 0.0 -0.1 0.0 -0.254
S 1.5084 0.1928 0.9699 -0.2 -0.1 -0.5 -0.388
F 2.4459 -1.2868 3.3772 -0.1 0.2 0.4 -0.324
H 6.7087 3.0173 -3.2923 -0.1 0.1 0.0 0.208
C 3.6886 3.0539 -1.6023 -0.1 0.0 0.0 0.095
H -1.7943 -1.5071 -4.1849 0.1 -0.1 0.0 0.220
N -2.7140 -2.1727 -0.5074 0.6 0.4 0.9 -0.657
C 5.6935 3.3650 -3.0735 0.0 0.1 -0.1 -0.597
C 2.6439 -1.1417 1.0325 -0.1 0.1 0.2 -0.265
H 4.9204 0.5127 -1.3011 -0.1 -0.1 0.0 0.216
H 2.6899 1.1437 -1.8089 0.0 0.1 0.1 0.246
N -3.1300 -2.2075 -2.7718 0.1 0.1 -0.4 -0.407
H -0.8661 1.5741 1.2572 0.1 0.0 -0.1 0.207
H -4.1667 -0.4796 -0.6829 -0.1 0.2 0.1 0.204
H 0.7461 -0.5987 5.5693 0.1 -0.1 0.0 0.209
I 0.4377 -3.1325 -0.8965 -0.1 0.0 0.0 -0.519
F 4.2125 -3.2729 3.5329 0.0 -0.1 0.2 -0.298
F 5.3834 -4.2413 1.2942 0.3 -0.3 0.0 -0.288
C -2.2900 2.2848 -0.8397 0.2 0.2 -0.1 -0.067
C 3.9095 -2.7510 2.3417 -0.1 0.0 0.2 0.243
H 5.4960 2.4472 0.2630 0.1 0.0 -0.1 0.218
H -5.0504 -4.1864 -3.1620 0.0 -0.1 0.0 0.185
C 4.1976 -2.6907 -0.0099 0.0 0.0 -0.1 0.269
C 4.5111 -3.2440 1.2099 0.1 0.0 -0.1 0.271
H -2.1983 2.0687 2.3008 0.0 0.0 0.0 0.210
H 6.9662 2.4072 -0.7333 -0.1 0.1 0.0 0.209
C 3.4935 4.4179 -1.3052 0.1 0.1 0.0 -0.220
C -3.8824 0.5613 -0.7167 -0.2 0.0 0.0 -0.239
C -4.9176 1.4891 -0.7080 0.0 0.0 0.0 -0.199
C -2.0010 -1.3706 -3.1265 -0.3 0.2 0.1 -0.422
H -3.8744 -1.6868 1.1798 -0.1 0.0 0.0 0.194
C -4.2878 -2.2189 -3.6472 0.1 0.0 0.1 -0.210
C 1.3178 2.6998 -1.2847 -0.2 -0.2 0.0 0.197
C -0.2270 -0.3114 5.1789 0.0 0.0 -0.3 -0.207
C -0.9375 -0.5282 2.9785 0.0 0.0 0.0 0.706
C 5.2068 1.0992 -2.1750 -0.1 -0.1 -0.1 -0.599
H -0.5635 2.7273 2.5326 0.0 0.0 0.0 0.221
H 2.1228 5.9892 -0.7996 0.0 -0.1 0.0 0.219
H 5.0763 3.2058 -3.9649 0.1 0.0 0.1 0.213
H -5.9467 1.1449 -0.6631 0.1 0.0 0.0 0.205
H -2.2008 -0.3091 -2.9425 -0.1 0.0 -0.1 0.218
C 1.1695 4.0580 -1.0089 0.0 -0.1 0.0 -0.261
H -6.2672 -2.9005 -3.0209 -0.1 0.0 0.0 0.207
H -6.5236 -3.8425 -0.8322 0.0 0.0 0.0 0.209
N -0.7747 0.7815 3.1966 -0.1 0.6 0.1 -0.395
C -3.1219 -2.4216 0.8717 -0.1 -0.2 -0.2 -0.217
C -4.6338 2.8460 -0.7508 0.0 0.0 0.0 -0.229
C -5.2151 -3.1397 -2.8845 0.1 0.0 0.1 -0.209
C -3.3101 3.2370 -0.8305 0.0 0.2 0.0 -0.213
H -1.1126 -1.6889 -2.5809 0.0 -0.2 -0.1 0.218
N -1.3981 -0.9941 1.8528 -0.2 -0.4 -1.2 -0.758
H -1.2335 -3.0942 1.5657 0.1 -0.1 -0.1 0.217
H -4.7165 -1.2173 -3.7481 0.0 0.1 0.0 0.188
H -3.0667 4.2930 -0.8992 -0.1 0.0 0.0 0.209
H 4.5647 0.8092 -3.0146 0.1 0.0 0.1 0.213
C 3.2763 -1.6705 -0.0837 0.0 0.0 0.2 0.338
C -0.8921 2.7402 -0.9480 0.0 0.3 0.0 0.097
H 0.8444 -2.6182 4.6244 0.0 0.0 0.0 0.213
H -4.0214 -2.5889 -4.6339 0.0 -0.1 -0.1 0.210
N -4.8154 -2.8987 -1.4964 -0.2 -0.1 0.1 -0.438
```
Positions in Å, forces in eV/Å.



Number 1: gap between HOMO and LUMO 6.706 eV, total energy -217479.4733 eV. Number 2: gap between HOMO and LUMO 7.559 eV, total energy -111437.5947 eV.